Computed, not measured: C42H42ClCoN8O as an isolated structure, with wB97M-V/def2-TZVPD.

Cartesian coordinates (Å):
H  0.475  3.907  5.987
N  -0.799  0.734  -0.436
C  1.757  4.164  7.675
H  4.430  4.619  11.057
H  0.235  -5.592  -3.517
N  -3.963  -1.008  -2.155
N  -1.942  -2.122  0.162
C  -0.652  -4.284  -4.965
C  2.948  3.779  8.299
C  1.786  2.094  4.572
C  3.815  0.851  -4.688
H  5.286  4.267  9.538
N  1.116  -1.058  -0.305
Co  -0.414  -0.766  -1.799
H  -4.795  0.776  -1.426
H  -3.476  -2.731  -3.272
C  -1.147  1.529  -3.564
H  -1.527  3.245  2.416
C  -1.830  1.313  -5.827
H  -5.173  -2.259  -0.970
H  0.473  -3.870  -1.805
H  -2.528  1.361  -1.319
H  -1.872  -0.705  -6.537
C  3.391  2.284  6.475
C  -1.275  -0.592  -4.479
C  -1.688  -0.054  -5.695
H  4.057  1.561  6.021
C  3.319  -0.417  -4.934
C  -2.293  -1.389  1.379
C  -2.190  2.409  0.546
C  -4.169  -1.895  -3.292
C  -0.102  -4.585  -3.726
C  2.209  2.659  5.851
C  -0.408  -2.287  -2.975
H  3.815  -2.795  0.635
C  2.323  0.960  -2.823
H  -1.620  -3.903  1.272
H  -0.834  -3.840  -0.318
C  2.997  -1.150  1.736
H  -2.806  -0.459  1.156
C  0.725  1.692  2.770
C  -1.527  2.129  -4.746
C  4.412  4.026  10.148
H  3.688  -1.003  -5.763
H  -3.999  -1.348  -4.217
C  1.989  -0.176  1.763
N  -1.067  0.205  -3.410
C  1.773  0.799  2.784
H  -3.608  -3.400  0.236
H  -0.187  -2.885  1.034
H  1.909  -1.912  -4.278
H  -2.935  -1.992  2.039
H  -1.578  3.206  -4.814
H  -4.655  0.672  -3.191
H  3.259  0.595  4.304
C  -1.098  -3.247  0.559
H  -1.471  -2.751  -6.201
C  3.048  -2.037  0.687
H  -2.806  -3.283  -1.328
H  -0.888  2.130  -2.703
C  3.769  2.833  7.692
H  4.578  1.294  -5.312
N  0.738  2.488  3.880
H  -5.199  -2.288  -3.310
C  2.332  -0.929  -4.105
C  -3.143  -2.694  -0.472
C  3.301  1.548  -3.608
H  -5.933  -0.220  -2.343
H  -2.147  1.742  -6.768
H  -1.385  -1.148  1.931
O  3.212  4.375  9.479
H  1.135  4.900  8.164
C  2.080  -1.958  -0.320
H  1.918  1.493  -1.970
C  -4.219  -1.707  -0.904
C  -1.882  1.493  -0.464
H  2.086  -2.641  -1.160
C  -4.884  0.108  -2.284
C  -1.060  -2.986  -5.228
H  -0.751  -5.050  -5.721
N  2.449  1.068  3.949
H  3.728  -1.207  2.532
H  4.423  2.964  10.407
C  0.019  -3.596  -2.754
H  4.696  2.521  8.148
Cl  3.859  3.140  -3.227
H  -4.364  -0.958  -0.127
H  -3.085  3.009  0.466
N  1.842  -0.254  -3.068
C  1.075  -0.162  0.696
C  0.000  0.804  0.643
C  -1.341  2.538  1.619
C  -0.215  1.707  1.688
C  1.395  3.611  6.471
C  -0.938  -2.008  -4.246

Atomic forces in eV per Å
-0.017 0.005 -0.008
-0.174 -0.035 -0.345
0.039 -0.013 0.017
0.011 -0.013 -0.008
0.013 -0.028 -0.002
0.019 -0.011 -0.006
-0.109 0.014 -0.070
0.008 0.034 0.027
-0.013 -0.003 0.012
0.016 0.033 0.079
-0.013 0.011 0.030
-0.005 -0.007 0.023
-0.328 -0.409 -0.336
0.573 0.430 0.578
0.017 0.031 0.008
0.060 -0.074 0.023
-0.059 0.007 0.056
-0.003 0.010 0.014
0.005 0.004 0.015
0.008 -0.030 0.014
-0.057 -0.001 -0.130
-0.080 -0.003 -0.064
0.000 -0.007 -0.008
-0.011 0.027 0.020
0.034 -0.089 0.018
0.022 -0.024 0.009
0.026 -0.023 -0.011
-0.016 0.014 0.026
0.020 -0.102 -0.026
0.032 -0.018 -0.004
0.032 -0.016 0.021
-0.013 0.023 0.006
0.011 -0.016 -0.006
0.085 -0.031 0.165
0.021 -0.024 -0.009
0.045 0.030 0.017
0.009 0.013 -0.003
-0.064 0.077 0.149
-0.003 -0.021 -0.007
-0.059 0.078 -0.039
-0.063 -0.015 -0.069
0.012 0.001 -0.012
0.050 -0.001 0.018
0.015 -0.024 -0.036
0.018 0.035 -0.066
0.021 0.005 0.004
-0.177 -0.259 -0.149
0.034 -0.051 -0.044
-0.019 0.011 -0.007
-0.006 -0.018 0.000
-0.004 -0.022 -0.002
0.011 0.012 -0.013
-0.002 0.013 0.002
-0.013 0.014 0.001
0.015 -0.010 0.008
0.038 -0.089 -0.078
-0.021 0.004 -0.039
-0.052 0.070 -0.011
0.001 0.008 -0.009
-0.024 -0.010 0.003
-0.017 0.024 0.014
0.019 0.010 -0.014
0.061 -0.036 0.004
-0.004 -0.014 -0.003
-0.002 -0.034 -0.036
-0.041 0.035 0.001
0.015 0.011 -0.011
-0.031 -0.009 0.000
-0.007 0.007 -0.021
0.024 -0.003 0.001
-0.053 0.006 -0.057
-0.020 0.028 0.022
0.062 0.026 -0.009
-0.015 0.027 0.025
0.040 -0.062 0.054
0.031 0.082 0.064
0.017 0.017 0.026
0.050 0.131 -0.010
-0.017 -0.028 0.001
-0.001 -0.021 -0.025
-0.079 0.031 -0.056
0.014 -0.001 0.013
0.008 0.005 0.001
0.067 -0.030 0.022
0.009 0.000 0.009
-0.007 -0.022 -0.005
-0.008 0.025 0.074
-0.027 0.011 -0.007
-0.069 0.192 0.067
0.025 0.009 0.049
0.127 -0.084 0.046
0.001 -0.003 -0.025
0.005 0.035 0.053
-0.010 0.011 0.002
-0.082 0.103 -0.010

Properties
- Kohn-Sham gap (alpha / beta): 7.128 / 7.136 eV
- Spin multiplicity: 2
- Total charge: +1
- Highest occupied orbital energy (alpha / beta): -10.0 / -10.0 eV
- ΔE to the lowest compared entry with this formula, charge and spin: 0.2745 eV
- LUMO (alpha / beta): -2.853 / -2.843 eV
- E: -3981.8055 hartree
- ⟨S²⟩: 0.7665
- F_max: 0.01790 Eh/bohr